Computed, not measured: a structure of composition C19H28Br24INO2, with ωB97M-V/def2-TZVPD.

Element x y z (Å)
C (-0.0122, 2.2565, -0.0520)
C (0.4932, 0.8931, -0.7313)
C (-0.5756, 0.1686, -1.6785)
I (-2.0983, 1.5835, -2.3756)
C (-1.2220, -1.1559, -1.0152)
C (-2.2283, -1.9393, -1.9776)
C (-3.4106, -2.7048, -1.2313)
C (-4.6695, -1.7733, -0.8786)
N (-5.3424, -2.3587, 0.3396)
C (-1.6463, -0.8785, 0.5108)
C (-0.8386, -1.8918, 1.4787)
O (-1.1720, -2.3605, 2.6137)
O (0.3878, -2.1778, 0.6798)
C (-0.1183, -2.3075, -0.7114)
C (1.1376, -2.4226, -1.6968)
H (0.6986, 2.4861, 0.8211)
H (0.0828, 3.1118, -0.8006)
H (-1.0490, 2.1955, 0.4035)
H (0.8471, 0.2298, 0.1370)
H (1.4415, 1.1674, -1.3131)
H (-0.0086, -0.1462, -2.6235)
H (-1.6022, -2.7481, -2.5011)
H (-2.6850, -1.3132, -2.8040)
H (-2.9975, -3.2288, -0.2949)
H (-3.7992, -3.5330, -1.9029)
H (-4.2836, -0.7431, -0.5403)
H (-5.3851, -1.6366, -1.7502)
H (-5.9016, -1.6285, 0.8159)
H (-4.6046, -2.5886, 1.0179)
H (-1.5631, 0.1922, 0.9131)
H (-2.7205, -1.1300, 0.8286)
H (-0.6037, -3.3495, -0.7235)
H (0.9248, -3.2053, -2.5004)
H (1.5212, -1.4380, -2.1034)
H (1.9911, -2.8574, -1.0856)
C (2.0891, 5.2904, -2.9999)
Br (2.5566, 4.8857, -1.1631)
Br (1.2579, 3.7784, -3.8840)
Br (0.9996, 6.8893, -3.1277)
H (3.0181, 5.4958, -3.5273)
C (1.5836, -5.4687, 2.3028)
Br (1.9417, -5.8034, 4.1816)
Br (0.7795, -7.0075, 1.4371)
Br (0.5283, -3.8623, 2.0406)
H (2.5482, -5.3004, 1.8212)
C (-3.6603, 2.5674, 2.3174)
Br (-3.7482, 4.0262, 1.0444)
Br (-4.0534, 3.1598, 4.1200)
Br (-4.7851, 1.0798, 1.7864)
H (-2.6340, 2.2062, 2.3179)
C (4.3359, -2.2811, 1.7293)
Br (5.4606, -3.8460, 1.4924)
Br (2.5230, -2.5847, 1.0824)
Br (4.3433, -1.6597, 3.5662)
H (4.7677, -1.4866, 1.1239)
C (1.0789, -1.5280, -5.6281)
Br (2.0190, 0.1309, -5.2795)
Br (1.8909, -3.0200, -4.6953)
Br (-0.8136, -1.3757, -5.2368)
H (1.1685, -1.7298, -6.6928)
C (-2.1374, -5.4937, 5.6457)
Br (-3.7544, -4.9353, 6.5594)
Br (-1.6519, -7.3171, 6.0903)
Br (-2.2639, -5.2295, 3.7307)
H (-1.3332, -4.8542, 6.0023)
C (4.2605, 9.0429, -1.8780)
Br (5.3169, 7.6327, -2.6870)
Br (4.1563, 8.8494, 0.0485)
Br (4.8935, 10.8008, -2.3919)
H (3.2481, 8.9430, -2.2634)
C (3.0607, 5.5401, 2.6818)
Br (4.1717, 3.9912, 2.3282)
Br (1.2278, 5.2502, 2.1227)
Br (3.1697, 6.0985, 4.5346)
H (3.4519, 6.3570, 2.0790)

For the lowest unoccupied orbital energy, the calculation gives -0.57 eV. The spin multiplicity is 1.

Computed, not measured: a structure of composition C19H28BrN3S5Tc, with ωB97M-V/def2-TZVPD.

Element x y z (Å)
Tc (0.2481, 0.5636, 0.7369)
C (-2.7113, 0.4134, -0.7078)
C (-2.8119, -0.5095, 0.4928)
S (-1.2022, -1.1591, 0.8469)
C (-1.3326, -1.9968, 2.5691)
C (0.0751, -1.9182, 3.1126)
S (0.9400, -0.3276, 3.0140)
C (0.1636, 0.7657, 4.2841)
C (-1.0603, 1.5568, 3.8112)
S (-0.6789, 2.2039, 2.2112)
C (-2.1901, 2.7503, 1.3903)
C (-1.8428, 3.0348, -0.1317)
S (-1.2657, 1.4551, -0.8660)
H (-3.5126, 1.1313, -0.8134)
H (-2.6595, -0.2812, -1.5938)
H (-3.3906, -1.3569, 0.1705)
H (-3.2936, 0.0082, 1.3087)
H (-1.5736, -3.0273, 2.2495)
H (-2.1440, -1.6192, 3.1432)
H (0.7338, -2.5790, 2.5598)
H (0.1222, -2.2942, 4.1176)
H (0.9462, 1.4475, 4.6595)
H (-0.0658, 0.1452, 5.1247)
H (-1.2926, 2.4127, 4.4821)
H (-1.9570, 0.9860, 3.7692)
H (-2.5007, 3.6753, 1.8834)
H (-2.9819, 2.0763, 1.4796)
H (-1.0316, 3.7560, -0.0732)
H (-2.7206, 3.3058, -0.7502)
C (2.3508, -3.5503, -4.8764)
C (1.2465, -3.0898, -3.9475)
C (-0.0604, -3.5525, -3.9375)
C (-0.9028, -3.0712, -2.9995)
N (-0.5473, -1.9834, -2.1776)
C (0.6660, -1.5979, -2.1687)
S (1.4771, -0.4602, -1.0905)
N (1.5655, -2.1290, -3.0748)
C (-2.2541, -3.5888, -2.7671)
H (3.1796, -3.8521, -4.2660)
H (2.6931, -2.7246, -5.5235)
H (2.0505, -4.3593, -5.5222)
H (-0.3504, -4.4058, -4.4797)
H (2.5184, -1.8186, -3.0220)
H (-2.5870, -4.2793, -3.5056)
H (-3.0643, -2.8339, -2.6037)
H (-2.1385, -4.2390, -1.9189)
Br (5.3896, 2.9035, 2.3938)
C (3.9123, 3.2375, 1.3837)
C (4.0665, 4.2253, 0.3920)
C (3.0749, 4.1493, -0.5811)
C (2.0087, 3.1619, -0.4840)
N (1.9246, 2.2632, 0.5114)
C (2.8682, 2.2606, 1.4571)
H (4.8127, 5.0451, 0.5597)
H (3.0287, 4.9634, -1.2897)
H (1.1866, 3.2110, -1.1767)
H (2.8758, 1.4959, 2.2341)

For the lowest unoccupied orbital energy (spin up / spin down), the calculation gives -11.94 / -15.67 eV. Its net charge is +4. The spin multiplicity is 4.

Computed, not measured: a structure of composition C19H28BrN5O3SSr, with ωB97M-V/def2-TZVPD.

Element x y z (Å)
Sr (-0.3107, -1.1840, -0.4014)
C (-0.5744, -2.9324, 4.0867)
N (-0.1402, -3.5831, 2.8594)
C (-0.1232, -5.0381, 2.8914)
C (-0.2137, -2.8268, 1.6720)
O (-0.5748, -1.6490, 1.7153)
C (0.1801, -3.5997, 0.3511)
O (0.2373, -3.0717, -0.9677)
C (1.5331, -2.6800, -1.4019)
C (2.1718, -1.2382, -1.3140)
O (1.5589, -0.2208, -0.9827)
N (3.5329, -1.1542, -1.6638)
C (4.1531, 0.1617, -1.6203)
C (4.2470, -2.1558, -2.4427)
H (-0.0405, -3.3664, 4.9371)
H (-1.6505, -3.0905, 4.2058)
H (-0.3714, -1.8581, 4.0641)
H (0.3419, -5.3759, 3.8222)
H (0.4372, -5.4641, 2.0588)
H (-1.1554, -5.3979, 2.8442)
H (-0.5872, -4.3813, 0.2759)
H (1.1228, -4.1178, 0.5646)
H (1.5143, -2.8811, -2.4811)
H (2.2641, -3.3770, -0.9757)
H (3.6906, 0.7999, -0.8624)
H (4.0422, 0.6339, -2.6012)
H (5.2151, 0.0541, -1.3807)
H (3.8055, -3.1491, -2.3721)
H (5.2806, -2.2112, -2.0884)
H (4.2376, -1.8475, -3.4927)
C (-3.0642, 3.2802, -4.1130)
C (-2.8899, 1.9473, -3.4504)
C (-3.8089, 0.9064, -3.6588)
C (-3.6452, -0.3350, -3.0408)
C (-2.5444, -0.5186, -2.2088)
Br (-2.6843, -2.6625, -1.4322)
N (-1.5676, 0.5631, -1.9773)
C (-1.8003, 1.7255, -2.6106)
H (-3.9618, 3.3029, -4.7396)
H (-2.2031, 3.4995, -4.7525)
H (-3.1622, 4.0671, -3.3582)
H (-4.6667, 1.0595, -4.3112)
H (-4.3651, -1.1264, -3.2138)
H (-1.0658, 2.5041, -2.4223)
C (0.5959, 6.1729, 1.8906)
C (-0.0620, 4.9477, 2.4419)
C (-0.7122, 4.9690, 3.6590)
C (-1.2778, 3.7802, 4.0585)
N (-1.2236, 2.6487, 3.3400)
C (-0.5697, 2.7309, 2.1724)
S (-0.4745, 1.3146, 1.2221)
N (0.0182, 3.8361, 1.6862)
H (0.4885, 7.0294, 2.5638)
H (0.1453, 6.4371, 0.9288)
H (1.6645, 5.9879, 1.7431)
H (-0.7793, 5.8574, 4.2682)
H (-1.8099, 3.6961, 4.9990)
H (1.6025, -1.4192, 1.0148)

Its relative energy (zero: lowest compared OMol25 entry of this formula, charge and spin) is 0.00 kJ/mol. For the lowest unoccupied orbital energy (spin up / spin down), the calculation gives -0.10 / -2.15 eV. The spin multiplicity is 1.

Computed, not measured: the molecule C19H28Cl2N2O7S4, with ωB97M-V/def2-TZVPD.

Element x y z (Å)
C (-1.8456, 3.7720, -1.3089)
C (-0.6105, 4.5986, -0.9023)
C (-0.0607, 4.3196, 0.4905)
O (1.0925, 3.4559, 0.5074)
C (0.9533, 2.2212, 1.0834)
C (0.5884, 2.2831, 2.5718)
C (0.8022, 3.5704, 3.3540)
O (0.0485, 3.8477, 4.2051)
Cl (2.1437, 4.6687, 3.0629)
O (-0.1979, 1.5019, 0.5043)
S (-0.0045, 0.8575, -0.9259)
O (0.5898, 1.7510, -1.8672)
O (-1.2690, 0.2959, -1.2810)
C (1.1217, -0.4873, -0.5981)
C (1.9405, -0.8065, -1.8561)
C (1.0840, -0.9952, -3.1246)
C (0.8208, -2.4905, -3.3551)
S (-0.6489, -2.7935, -4.3775)
C (-1.9872, -2.3122, -3.3118)
S (-2.8753, -1.0262, -3.7017)
N (-2.2853, -3.1026, -2.1932)
C (-3.4839, -3.1000, -1.5088)
C (-3.3572, -3.9997, -0.4882)
N (-2.0981, -4.5630, -0.5138)
C (-1.4828, -4.0274, -1.5359)
C (1.9681, -0.1062, 0.6641)
Cl (3.5549, -0.9935, 0.5561)
O (1.2871, -0.4642, 1.8132)
C (1.2183, -1.8420, 2.1600)
C (-0.0111, -2.0002, 3.0495)
C (-1.2992, -1.9794, 2.2317)
O (0.1073, -3.1252, 3.8918)
C (2.2540, 1.4288, 0.7258)
S (3.6102, 1.8011, 1.8886)
H (-1.6131, 3.1761, -2.1866)
H (-2.6663, 4.4161, -1.6038)
H (-2.1442, 3.0894, -0.5207)
H (0.2089, 4.5146, -1.6086)
H (-0.9148, 5.6428, -0.8752)
H (-0.8410, 3.9901, 1.1743)
H (0.2968, 5.2668, 0.8917)
H (-0.4847, 2.1320, 2.6410)
H (1.0351, 1.4737, 3.1353)
H (0.5105, -1.3514, -0.3537)
H (2.4492, -1.7430, -1.6637)
H (2.6639, -0.0126, -2.0102)
H (0.1517, -0.4463, -3.1154)
H (1.6614, -0.6343, -3.9714)
H (0.7279, -2.9786, -2.3945)
H (1.6582, -2.9397, -3.8792)
H (-4.3195, -2.4877, -1.7796)
H (-4.1056, -4.2631, 0.2336)
H (-0.4934, -4.3028, -1.8304)
H (1.1074, -2.4712, 1.2767)
H (2.0861, -2.1552, 2.7346)
H (-0.0118, -1.1326, 3.7082)
H (-2.1425, -2.3655, 2.7894)
H (-1.1554, -2.5365, 1.3057)
H (-1.4928, -0.9518, 1.9273)
H (0.3032, -3.9113, 3.3720)
H (2.6438, 1.7823, -0.2212)
H (3.2130, 1.0410, 2.9142)

The structure (SMILES) is CCCO[C@@]1(CC(=O)Cl)OS(=O)(=O)[C@@H](CCCSC(=S)n2ccnc2)[C@](Cl)(OC[C@@H](C)O)[C@@H]1S. For the lowest unoccupied orbital energy, the calculation gives -0.89 eV. The spin multiplicity is 1.

no.,E_tot (Eh)
1,-63019.68338
2,-5549.32102
3,-4242.94889
4,-3890.06324